13
Properties=species:S:1:pos:R:3 method="wB97M-V/def2-TZVPD" total_energy_ha=-588.62107 homo_energy_ev=-6.983 gap_ev=7.30 lumo_ha=0.0117
C 1.5213 0.6269 1.4247
S 1.5914 -0.4841 -0.0227
H 2.2415 0.5151 2.2770
H 1.4863 1.6963 1.1243
H 0.4413 0.5820 1.8838
N -1.3544 -0.6750 0.1634
C -0.8909 0.1469 -0.7220
N -0.7643 -0.2539 -2.0477
H -1.0072 -1.6299 0.1634
H -1.5406 -0.3734 1.1055
H -0.7523 1.1663 -0.4943
H 0.1372 -0.1750 -2.4967
H -1.1093 -1.1422 -2.3585